2 unconnected molecules or ions with the total composition C9H14 at a distorted geometry, computed with ωB97M-V/def2-TZVPD.

* ΔE to the lowest compared entry with this formula, charge and spin: 1.0419 eV
* E: -351.29190 Ha
* HOMO level: -9.02 eV
* largest force on an atom: 0.051 Eh/bohr
* 2S+1: 1
* structure (SMILES): Cc1ccccc1.CC

XYZ file:
```
23
C9H14, DFT ωB97M-V/def2-TZVPD
C -0.151 -0.649 -1.487
C 0.486 -1.255 -0.272
C 1.187 -2.444 -0.298
C 2.080 -2.899 0.647
C 2.181 -2.165 1.845
C 1.375 -1.062 1.991
C 0.545 -0.587 0.955
H -0.741 0.236 -1.248
H -1.084 -1.153 -1.815
H 0.520 -0.663 -2.335
H 1.054 -3.114 -1.154
H 2.677 -3.795 0.563
H 3.079 -2.359 2.422
H 1.429 -0.398 2.847
H 0.123 0.387 1.131
C -1.529 3.324 -0.924
C -2.234 2.240 -0.059
H -0.583 2.891 -1.251
H -2.141 3.539 -1.793
H -1.302 4.148 -0.259
H -2.805 2.595 0.794
H -1.401 1.668 0.370
H -2.763 1.514 -0.671
```



A molecular structure, C12H8GaN4O7P2S at a distorted geometry, computed with ωB97M-V/def2-TZVPD.

* E: -4213.68361 Ha
* HOMO level: -12.76 eV
* largest force on an atom: 0.032 Eh/bohr
* 2S+1: 1
* net charge: +1

XYZ file:
```
35
C12H8GaN4O7P2S, DFT ωB97M-V/def2-TZVPD
Ga -0.210 0.146 0.476
O -4.206 -0.467 -0.350
P -3.057 0.319 0.371
O -3.335 0.877 1.694
O -1.821 -0.647 0.284
O -2.729 1.468 -0.729
P -1.358 2.280 -0.980
O -1.444 2.828 -2.445
O -1.129 3.300 0.055
O -0.262 1.171 -1.052
H -5.054 -0.406 0.109
H -1.940 3.652 -2.527
S 5.714 2.835 3.704
N 4.208 3.400 3.666
C 3.477 2.501 3.028
C 2.051 2.587 2.783
C 1.220 3.647 3.191
C -0.117 3.608 2.897
C -0.657 2.496 2.235
N 0.119 1.458 1.930
C 1.462 1.534 2.114
C 2.245 0.416 1.603
N 1.586 -0.509 0.865
C 2.223 -1.595 0.421
C 3.570 -1.794 0.680
C 4.271 -0.838 1.388
C 3.606 0.295 1.863
C 4.228 1.375 2.600
N 5.510 1.444 2.924
H 1.655 4.475 3.736
H -0.779 4.416 3.170
H -1.719 2.293 2.266
H 1.644 -2.300 -0.161
H 4.055 -2.684 0.307
H 5.329 -0.949 1.586
```